Computed, not measured: a 3-piece molecular cluster, C34H53BN7O8S overall in a non-equilibrium geometry, with wB97M-V/def2-TZVPD.

## Properties
E_tot = -74414.16924 eV
HOMO = -10.6128 eV
HOMO-LUMO gap = 8.10 eV
Total charge = +1

Last column: Mulliken charge in e.
Cartesian coordinates (Å):
C  -7.7394  -2.5037  2.9801  0.51
H  -2.6879  3.4247  -1.1749  -0.17
N  -0.3714  0.0078  -0.8366  0.05
C  4.3553  2.0624  0.0912  -1.35
H  4.1421  2.8314  0.9820  0.41
C  6.2654  -0.8673  -0.4909  -0.32
H  -5.2850  -3.2447  3.6685  0.17
C  3.4569  -1.6760  0.6254  -0.65
H  4.7570  -1.6475  -9.2585  0.33
O  -3.1492  -0.8071  5.1474  -0.59
H  2.9051  -3.8788  0.1050  0.27
H  -4.4869  6.8653  -1.0586  0.26
O  3.4650  -1.5986  -7.3782  -0.25
C  7.8906  -0.4401  -2.8399  -0.52
C  0.9537  2.2125  2.2275  -0.10
C  -2.7059  -1.2237  2.2715  -0.74
O  5.5220  3.7436  -1.6452  -0.60
H  1.1754  -2.2956  0.9359  -0.06
C  2.0838  -1.8729  1.5413  0.45
H  3.8282  -2.5925  -2.7945  0.21
O  -1.2789  5.1127  0.4167  -0.55
C  6.5142  -0.0392  -3.6403  -0.58
H  -3.0987  -0.2679  -1.2907  0.38
H  0.6484  -1.7587  -2.6584  0.42
C  -8.3141  -0.7704  4.3381  -0.50
H  -4.2280  0.0837  2.8379  0.28
C  -2.1836  5.3516  -0.3660  0.56
H  5.9235  3.1565  -2.3512  0.33
O  -7.2388  -1.5563  3.8262  -0.25
H  8.7187  -1.1434  -0.6277  0.30
H  1.9442  -3.9936  2.4998  0.30
H  -4.8025  4.7787  -2.2785  0.34
O  2.9877  3.1907  -2.0511  -0.54
C  4.6982  -1.9072  -8.1190  0.02
B  4.2556  3.0237  -1.2786  0.59
H  6.5741  0.2864  -4.7630  0.36
H  -1.9645  -0.4189  2.6857  0.21
H  -10.4240  -0.7732  3.7820  0.33
C  -9.4349  -0.9352  3.3454  -0.49
H  -0.5806  3.4057  2.3201  0.37
H  4.5215  -3.2416  -0.8336  0.26
C  -3.6417  6.5211  -1.6640  -0.46
C  4.8353  -0.5130  -1.2834  -0.44
H  -5.6696  -2.5031  5.4384  0.21
H  3.4631  -3.0106  3.0564  0.28
C  -4.8400  -2.8082  4.6688  -0.61
C  1.2395  2.5401  0.6105  -0.20
H  0.2634  3.0058  0.1035  0.08
H  1.7513  -2.5212  3.7581  0.33
H  5.4567  1.6826  0.2951  0.15
H  -3.5225  -2.2267  0.3503  0.33
N  5.1968  -2.6438  -5.8326  -0.10
H  2.0036  3.4570  0.6462  0.33
H  -7.9982  0.2731  4.4274  0.33
H  8.9653  -0.4566  -3.3180  0.32
H  -3.9245  4.1641  -0.0973  0.29
C  3.1959  0.9213  0.2069  -0.57
C  2.3117  -2.9253  2.8083  -1.08
H  3.2456  0.6507  1.3701  0.26
C  3.3499  -0.5419  -0.5444  1.95
C  -3.7730  5.0734  -2.0586  -0.63
N  -0.0654  2.7641  2.9615  -0.73
H  -9.3080  -0.2229  2.5210  0.26
N  1.7433  1.2896  0.0108  1.06
C  -2.8989  0.0165  -0.1680  -0.78
N  5.6920  -2.5147  -7.1506  -0.43
H  -8.5799  -1.1470  5.3315  0.28
C  3.8194  -2.0416  -5.9895  0.48
O  -7.0708  -3.3771  2.4525  -0.61
H  1.7062  -0.8456  2.0195  -0.28
N  2.0979  -0.5077  -1.4498  0.29
C  -9.2222  -2.3386  2.8370  -0.48
N  -4.0802  -0.9486  2.8624  -0.13
H  -9.5311  -2.4386  1.7939  0.31
H  -3.1664  4.8756  -2.9508  0.29
H  -0.8027  -0.7725  -1.4100  0.38
C  -2.6911  -1.4226  0.6447  -0.30
H  4.5430  -3.6447  1.0073  0.34
H  1.4813  -2.6163  -1.1989  0.16
H  2.5192  4.0203  -1.6808  0.28
H  2.3410  -3.6451  -3.2464  0.51
C  2.7125  -2.5167  -3.1157  -0.47
C  5.0591  -0.0867  -2.8853  -0.33
H  -1.5659  1.8319  -0.5910  -0.10
C  -3.1789  4.3532  -0.8746  0.04
C  -3.9650  -1.4571  4.3112  0.46
H  -1.6592  -1.9485  0.3781  0.17
S  2.4173  -1.7157  -4.7972  -0.30
O  -2.4568  6.5899  -0.8721  -0.37
H  4.1186  0.2211  -3.5097  0.45
H  1.7234  1.4454  2.7129  0.26
H  -3.7624  0.6794  0.3091  0.26
C  -1.4248  0.7998  -0.0531  0.37
H  -1.2066  0.8663  1.0946  -0.22
C  3.8732  -3.1809  0.1356  -1.26
H  -3.5410  7.1741  -2.5358  0.35
C  1.6830  -1.8208  -2.0652  -0.72
H  -9.7264  -3.0793  3.4638  0.27
C  7.7496  -0.8424  -1.2571  -0.45
H  -4.0762  -3.6156  5.0834  0.34
H  6.2979  -1.1534  0.6428  0.24
H  4.2685  -1.2826  1.4081  0.69
C  0.9684  0.2967  -0.7535  -0.17
H  -2.3555  -2.2630  2.7394  0.35